No. 1
Density functional theory data (wB97M-V/def2-TZVPD) for a 2-piece molecular cluster, C2H4N4O2 overall at a distorted geometry.

Computed properties:
HOMO energy (Eh): -0.3418
HOMO-LUMO gap (Eh): 0.34220
Charge: 0
F_max (Eh/bohr): 0.1194
LUMO energy (eV): 0.0

```
12
Properties=species:S:1:pos:R:3:forces:R:3:nbo_charge:R:1
C -1.291 0.051 -0.119 -2.53 3.72 2.97 0.70
C 0.653 0.714 -0.271 2.37 0.55 1.40 0.53
H -3.194 -0.503 0.527 1.28 0.41 -0.51 0.51
H 1.721 2.151 0.378 0.56 -0.53 -0.40 0.39
H 2.508 -0.208 0.227 -3.00 -1.20 1.76 0.51
H -0.740 -1.909 -0.945 -1.50 -0.72 -0.57 0.44
N -0.603 1.261 0.016 0.35 -5.79 -2.02 -0.49
N 1.848 1.225 -0.060 -1.91 -0.61 -0.40 -0.76
N 0.683 -0.728 -0.503 2.73 0.89 1.57 -0.08
N -0.629 -1.128 -0.353 0.52 2.28 1.43 -0.46
O -2.577 0.257 0.379 0.73 -1.63 -1.28 -0.65
O 1.622 -1.183 0.725 0.39 2.62 -3.94 -0.62
```
Forces are in eV/Å.

No. 2
Density functional theory data (wB97M-V/def2-TZVPD) for one molecule with the formula C2H4N4O2 at a distorted geometry.

Computed properties:
HOMO energy (Eh): -0.3664
HOMO-LUMO gap (Eh): 0.38347
Charge: 0
F_max (Eh/bohr): 0.0886
LUMO energy (eV): 0.5

```
12
Properties=species:S:1:pos:R:3:forces:R:3:nbo_charge:R:1
C -1.955 -0.520 -0.105 -0.56 -1.73 -1.18 -0.30
C 1.354 -0.069 -0.011 -1.22 3.85 2.11 0.64
H -2.842 0.045 0.517 2.38 -1.67 -1.63 0.21
H -1.374 -1.363 0.380 -1.00 1.23 0.40 0.21
H -2.295 -1.172 -1.105 0.26 2.36 2.54 0.22
H 2.293 -1.696 -0.316 3.32 -1.38 0.01 0.38
N 0.084 0.677 0.246 0.45 -2.76 -1.73 -0.01
N 0.369 1.941 0.347 2.06 2.42 1.38 0.01
N 1.599 2.145 0.602 -2.42 -1.77 -1.26 0.10
N 1.485 -1.212 -0.346 -3.73 -1.66 -1.17 -0.71
O -0.957 0.391 -0.631 -0.51 0.24 0.09 -0.36
O 2.240 0.833 0.422 0.98 0.88 0.45 -0.38
```
Forces are in eV/Å.

No. 3
Density functional theory data (wB97M-V/def2-TZVPD) for one molecule with the formula C2H4N4O2S2 at a distorted geometry.

Computed properties:
HOMO energy (Eh): -0.3704
HOMO-LUMO gap (Eh): 0.35719
Charge: 0
F_max (Eh/bohr): 0.1104
LUMO energy (eV): -0.4

```
14
Properties=species:S:1:pos:R:3:forces:R:3:nbo_charge:R:1
C 1.958 -0.041 0.125 0.44 2.87 0.92 0.16
C -0.398 -0.318 -0.059 0.50 1.72 1.47 -0.29
H 3.787 -0.959 1.019 -2.43 1.79 -3.08 0.41
H 4.029 0.452 0.132 -1.79 -0.78 -0.37 0.41
H -2.148 0.461 -1.708 -2.58 0.22 2.10 0.39
H -2.591 1.557 -0.635 0.14 1.73 1.23 0.41
N 3.334 -0.348 0.133 2.95 0.04 3.06 -0.84
N 1.356 1.223 0.165 -1.01 -5.04 -0.86 -0.28
N -0.086 0.944 0.038 3.00 -0.40 -0.03 -0.25
N -2.825 0.621 -0.805 2.26 -1.30 -5.04 -1.01
O -2.675 0.070 1.549 1.81 -1.40 -2.67 -0.88
O -2.534 -1.783 -0.222 0.43 1.85 0.69 -0.92
S 1.003 -1.448 0.039 -2.28 0.95 -0.28 0.45
S -2.209 -0.430 0.229 -1.45 -2.27 2.87 2.25
```
Forces are in eV/Å.